{"formula": "C82H122N12O32", "method": "ωB97M-V/def2-TZVPD", "homo_ev": -11.4, "total_charge": 2, "homo_lumo_gap_ha": 0.236, "spin_multiplicity": 1, "energy_ha": -6262.2510, "elements": ["C", "C", "C", "N", "C", "C", "C", "C", "C", "C", "H", "H", "H", "H", "H", "H", "H", "H", "H", "H", "H", "H", "H", "H", "H", "H", "H", "H", "H", "H", "C", "C", "C", "N", "C", "C", "C", "C", "C", "C", "H", "H", "H", "H", "H", "H", "H", "H", "H", "H", "H", "H", "H", "H", "H", "H", "H", "H", "H", "H", "C", "C", "O", "N", "H", "H", "C", "H", "H", "H", "H", "H", "H", "C", "C", "O", "N", "H", "H", "C", "H", "H", "H", "H", "H", "H", "C", "N", "C", "C", "C", "C", "C", "C", "C", "C", "N", "C", "C", "C", "H", "H", "H", "H", "H", "H", "H", "H", "H", "H", "H", "H", "H", "H", "C", "N", "C", "C", "C", "C", "C", "C", "C", "C", "N", "C", "C", "C", "H", "H", "H", "H", "H", "H", "H", "H", "H", "H", "H", "H", "H", "H", "C", "N", "C", "C", "C", "C", "C", "C", "C", "C", "N", "C", "C", "C", "H", "H", "H", "H", "H", "H", "H", "H", "H", "H", "H", "H", "H", "H", "C", "N", "C", "C", "C", "C", "C", "C", "C", "C", "N", "C", "C", "C", "H", "H", "H", "H", "H", "H", "H", "H", "H", "H", "H", "H", "H", "H", "O", "C", "O", "O", "H", "O", "C", "O", "O", "H", "O", "C", "O", "O", "H", "O", "C", "O", "O", "H", "O", "C", "O", "O", "H", "O", "C", "O", "O", "H", "O", "C", "O", "O", "H", "O", "C", "O", "O", "H", "O", "C", "O", "O", "H", "O", "C", "O", "O", "H"], "coordinates": [[-3.68094, 11.53963, 3.58645], [-3.38605, 10.16522, 3.03665], [-4.13658, 10.00654, 1.74751], [-3.96464, 8.77795, 0.93295], [-2.37660, 8.48402, 0.71359], [-2.14651, 7.44466, -0.34504], [-2.83397, 7.79372, -1.64330], [-4.33125, 7.85143, -1.40206], [-4.64667, 8.98440, -0.41368], [-4.60727, 7.64246, 1.59600], [-3.09189, 11.75022, 4.46664], [-4.72446, 11.66319, 3.79610], [-3.44859, 12.32694, 2.86025], [-3.66805, 9.36762, 3.72866], [-2.30087, 10.06574, 2.95230], [-3.77294, 10.74564, 1.04206], [-5.21672, 10.19136, 1.74032], [-2.04613, 9.49159, 0.51533], [-2.06062, 8.14807, 1.69771], [-1.05019, 7.27093, -0.55733], [-2.40627, 6.49082, 0.16121], [-2.52810, 8.77246, -2.06980], [-2.52780, 7.00900, -2.33916], [-4.96607, 8.03741, -2.27718], [-4.73455, 6.92380, -0.99196], [-4.33859, 9.92600, -0.82324], [-5.70491, 8.92201, -0.20093], [-4.18588, 6.70450, 1.21104], [-5.70051, 7.78972, 1.68762], [-4.25830, 7.66291, 2.64715], [-5.05528, -0.52295, -5.41911], [-4.95277, -1.94098, -4.88548], [-4.38843, -1.93195, -3.49568], [-4.14544, -3.29547, -2.76450], [-3.13149, -2.88274, -1.68698], [-2.87771, -3.96649, -0.67767], [-4.16187, -4.61332, -0.04786], [-5.13556, -5.01050, -1.19066], [-5.36195, -3.80433, -2.09769], [-3.48787, -4.27609, -3.63500], [-4.08710, -0.11595, -5.17601], [-5.83989, 0.09726, -4.96407], [-5.13153, -0.56112, -6.49062], [-4.28918, -2.55820, -5.46459], [-5.90281, -2.37582, -4.84625], [-5.01216, -1.41993, -2.83431], [-3.39337, -1.47169, -3.55857], [-3.44241, -1.98183, -1.15534], [-2.27858, -2.49932, -2.24956], [-2.15849, -3.61274, 0.04115], [-2.29745, -4.72879, -1.20246], [-4.76068, -3.93074, 0.58946], [-3.99234, -5.50014, 0.54317], [-6.09744, -5.30982, -0.82911], [-4.75151, -5.86768, -1.72753], [-5.83432, -2.99510, -1.55289], [-6.00552, -4.03195, -2.97676], [-2.48293, -3.94040, -3.93498], [-4.00115, -4.39284, -4.57173], [-3.25863, -5.21787, -3.12713], [1.72804, -5.06052, -6.75244], [2.76325, -4.20869, -6.10476], [3.24372, -3.22659, -6.47704], [3.21296, -4.80699, -4.78822], [2.67784, -5.69519, -4.49211], [4.19806, -4.86037, -5.04527], [3.08590, -3.83398, -3.55425], [2.03902, -6.09542, -6.57244], [1.61252, -4.75005, -7.76491], [0.80336, -4.90679, -6.19416], [2.74535, -4.50162, -2.78097], [2.32517, -3.09462, -3.77800], [4.08085, -3.38544, -3.36165], [4.67403, -1.26822, -0.36904], [5.16408, -1.64045, -1.76805], [5.37088, -2.82796, -2.01350], [5.29203, -0.52739, -2.54812], [3.46457, -0.51076, -3.36806], [5.59539, 0.43342, -2.24783], [5.87284, -0.56960, -3.94639], [5.37368, -1.74548, 0.34556], [3.71962, -1.78308, -0.22224], [4.62238, -0.16860, -0.35826], [6.96706, -0.39781, -3.86078], [5.36220, 0.21386, -4.51150], [5.68719, -1.43317, -4.57244], [0.12038, 4.59495, 1.81976], [0.38372, 3.14591, 1.60283], [1.37583, 2.76868, 0.79869], [1.53223, 1.47643, 0.41971], [0.60420, 0.58897, 0.96142], [-0.37636, 0.97677, 1.84901], [-0.47230, 2.26544, 2.21192], [0.68582, -0.79505, 0.42592], [0.71622, -1.84067, 1.31022], [0.84338, -3.14607, 0.86044], [0.79703, -3.45419, -0.43379], [0.81880, -2.43837, -1.33895], [0.85275, -1.08187, -0.94511], [0.60620, -4.82552, -0.72111], [-0.92938, 4.69014, 2.06247], [0.36606, 5.14358, 0.92832], [0.78679, 5.01319, 2.56907], [2.06775, 3.57375, 0.52368], [2.36803, 1.22019, -0.19403], [-1.09248, 0.22913, 2.21493], [-1.18716, 2.73270, 2.92846], [0.54238, -1.71992, 2.40472], [0.99527, -3.88114, 1.60313], [0.91982, -2.72726, -2.36950], [1.03664, -0.30719, -1.64510], [1.45563, -5.31520, -0.29713], [0.50779, -4.94573, -1.81506], [-0.28116, -5.20493, -0.28864], [-0.83888, 1.48628, 6.51634], [0.33107, 1.74161, 5.70894], [1.00433, 0.69139, 5.27925], [2.17457, 0.82700, 4.52932], [2.54610, 2.14730, 4.11855], [1.81808, 3.24357, 4.57982], [0.68631, 2.99091, 5.33505], [3.70392, 2.21258, 3.21331], [4.53736, 1.11092, 2.99376], [5.67349, 1.23456, 2.25559], [5.99351, 2.40279, 1.67756], [5.08892, 3.39125, 1.69527], [3.98982, 3.35345, 2.56007], [7.22056, 2.49985, 0.92462], [-0.57953, 1.77499, 7.55450], [-1.17746, 0.47274, 6.43029], [-1.63647, 2.12896, 6.12287], [0.71224, -0.29603, 5.61267], [2.69925, -0.02312, 4.13962], [2.00848, 4.28084, 4.22155], [0.03962, 3.77142, 5.73393], [4.32381, 0.16182, 3.46079], [6.35405, 0.36716, 2.20078], [5.17647, 4.34737, 1.12965], [3.34692, 4.24077, 2.37376], [7.62017, 3.49337, 1.17055], [7.01439, 2.52599, -0.14858], [7.82370, 1.64446, 1.11945], [6.12796, -6.09787, -1.54809], [5.26857, -6.55339, -0.39215], [5.14852, -7.83325, -0.13167], [4.31332, -8.34000, 0.87098], [3.46222, -7.44781, 1.53735], [3.63695, -6.09581, 1.20867], [4.46597, -5.67517, 0.25828], [2.42471, -7.76340, 2.51721], [2.26987, -6.83104, 3.49075], [1.20932, -6.90277, 4.34460], [0.28080, -7.80282, 4.17027], [0.40603, -8.71795, 3.24005], [1.46554, -8.77132, 2.38079], [-0.98251, -7.80475, 5.00772], [5.86217, -5.06323, -1.78604], [5.90434, -6.66815, -2.42358], [7.17083, -6.15123, -1.19775], [5.76784, -8.46178, -0.75828], [4.30371, -9.40510, 0.89742], [3.13323, -5.24111, 1.65416], [4.65226, -4.63830, 0.03809], [2.91094, -5.98610, 3.63449], [1.03538, -6.17528, 5.13421], [-0.40407, -9.40569, 3.17078], [1.40996, -9.50961, 1.60107], [-1.09720, -6.75067, 5.34173], [-0.83741, -8.54235, 5.77043], [-1.72967, -8.13832, 4.29012], [-4.40513, 1.36707, 4.08437], [-4.02661, 1.36830, 2.64946], [-3.87854, 0.23461, 1.99265], [-3.74498, 0.24017, 0.59520], [-3.74896, 1.47805, -0.10747], [-3.68164, 2.61483, 0.67944], [-3.78258, 2.54418, 2.03384], [-3.47135, 1.46797, -1.57924], [-2.55258, 0.57904, -2.11411], [-2.13716, 0.80878, -3.41208], [-2.62624, 1.83799, -4.11209], [-3.64148, 2.56723, -3.70728], [-4.12271, 2.35409, -2.44977], [-1.82212, 2.24544, -5.37303], [-3.90953, 2.19237, 4.60625], [-4.15103, 0.40566, 4.46748], [-5.48151, 1.56778, 4.10777], [-3.88961, -0.64767, 2.60730], [-3.71864, -0.65641, 0.01462], [-3.34178, 3.59591, 0.30733], [-3.66319, 3.44112, 2.63399], [-1.93329, -0.05407, -1.46991], [-1.30617, 0.28677, -3.93266], [-4.09007, 3.30818, -4.33737], [-4.95294, 2.93596, -2.08446], [-0.93036, 1.63420, -5.33650], [-1.55534, 3.26400, -5.19037], [-2.43590, 2.13175, -6.25152], [1.93661, -6.79164, -3.73536], [2.78733, -6.90119, -2.50355], [3.90038, -7.06435, -2.89224], [2.19562, -6.80665, -1.44372], [1.03200, -6.69143, -3.37403], [2.87275, -3.98895, 4.13396], [3.33994, -3.03260, 3.31278], [3.14500, -1.84643, 3.73196], [3.91179, -3.42428, 2.28482], [2.35889, -3.44214, 4.70790], [-1.17814, 3.05614, -1.04529], [-0.73770, 3.49573, -2.30250], [0.49629, 3.22773, -2.48152], [-1.60792, 3.94746, -2.98528], [-0.52179, 2.73333, -0.44219], [-2.15977, -2.13464, 2.63161], [-1.66979, -1.51535, 3.83840], [-0.64583, -2.06574, 4.36544], [-2.20064, -0.37311, 4.07403], [-1.62388, -2.90166, 2.24168], [3.60841, 7.62857, 0.48836], [3.78478, 6.35049, 0.90285], [2.73146, 5.67354, 1.16545], [5.00318, 5.98490, 0.96580], [2.65414, 7.74754, 0.46737], [-0.66495, -4.79889, 3.93483], [-1.18848, -5.18642, 2.66680], [-1.19843, -4.29003, 1.83686], [-1.46950, -6.43327, 2.51481], [-0.75640, -3.85617, 3.98626], [4.14555, 3.52642, -2.40957], [4.75633, 2.58083, -1.61111], [5.70823, 1.98197, -2.22379], [4.22468, 2.32605, -0.40807], [3.72065, 4.14788, -1.80028], [-2.91238, 6.53266, 4.14455], [-2.59464, 5.27799, 3.59746], [-2.20862, 4.37487, 4.39745], [-2.69326, 5.23127, 2.36112], [-2.75601, 6.57390, 5.11535], [0.67235, -2.34475, -5.48116], [-0.29968, -2.73848, -4.62207], [-1.01507, -1.84087, -4.00811], [-0.40319, -3.99378, -4.41773], [0.97281, -1.41701, -5.30678], [2.19318, 1.35084, -3.05683], [1.84473, 0.40432, -3.92277], [2.50075, -0.74093, -3.71636], [1.10427, 0.39577, -4.89744], [1.50296, 2.13166, -2.93939]], "atomic_forces_ev_per_a": [[0.19, 0.54, -0.31], [0.00, -0.71, 0.58], [0.26, 0.77, -1.84], [1.14, -0.86, -1.03], [-1.84, 0.50, 0.84], [1.44, -0.27, 0.56], [-0.32, -0.61, -0.58], [-0.55, 0.34, 0.27], [0.27, -1.42, 0.20], [0.53, -0.50, 2.03], [0.01, -0.01, 0.32], [-0.63, 0.01, 0.40], [0.16, -0.19, -0.02], [-0.12, 0.20, 0.21], [-0.11, -0.05, -0.52], [0.17, 0.64, 0.09], [0.07, -0.12, 0.78], [0.56, 0.16, -0.28], [0.15, 0.08, 0.02], [-0.90, 0.69, 0.52], [-0.38, 0.18, -0.91], [0.22, -0.53, 0.40], [-0.37, 0.18, -0.30], [0.46, 0.13, -0.10], [0.25, -0.18, 0.03], [0.06, 0.61, -0.05], [-0.29, 0.60, 0.06], [-0.88, 0.22, -0.02], [0.52, -0.36, -0.74], [-0.05, -0.17, -0.55], [0.58, -0.31, 0.44], [0.26, -0.17, 0.69], [1.46, -1.23, -0.45], [1.34, 2.15, 0.87], [-0.20, 0.40, 0.12], [-0.14, -1.13, -0.25], [-0.77, 0.72, -0.92], [1.02, 0.81, -0.05], [-1.08, -0.88, -1.66], [1.52, -0.41, -0.58], [0.33, 0.78, -0.18], [0.15, -0.36, -0.16], [-0.30, 0.24, -0.42], [0.12, -0.01, -0.74], [-1.59, -0.96, -0.29], [-0.93, 1.07, 1.17], [-0.25, -0.25, 0.22], [-0.97, -0.17, -0.30], [0.47, -0.71, -0.02], [-0.15, 0.28, 0.55], [-0.21, -0.42, 0.08], [0.75, 0.06, -0.12], [0.66, -0.08, 0.25], [-0.59, -0.11, 0.44], [0.13, -0.12, -0.33], [0.12, 0.26, 0.17], [-0.07, -0.14, 0.79], [-0.17, 0.43, 0.28], [-0.73, -0.41, -0.03], [-0.69, 0.20, -0.09], [0.48, -0.13, 1.05], [-2.44, -2.29, 0.70], [1.65, 2.43, -0.75], [0.00, 1.93, 0.51], [0.62, 0.15, -0.41], [0.17, -0.89, 0.90], [0.66, -0.74, -1.67], [-0.27, -0.03, -0.59], [-0.09, -0.14, -0.76], [-0.13, 0.08, 0.12], [0.14, 0.08, 0.56], [0.16, 0.00, -0.25], [-0.89, -0.40, 0.00], [0.68, -0.29, -0.68], [0.12, 1.02, 1.78], [0.16, 0.41, -0.98], [0.65, -1.87, -2.89], [-2.11, -0.64, -0.12], [-0.88, 0.01, 1.07], [0.12, 0.22, 0.56], [-0.40, 0.59, -0.14], [-0.09, 0.34, 0.15], [-0.24, -0.39, 0.77], [-0.74, 0.03, -0.37], [0.51, 0.39, 0.23], [-0.07, -0.75, 0.60], [0.36, -0.24, 0.13], [-0.85, 0.56, 1.05], [0.94, 1.74, 0.12], [-0.81, -0.56, 1.00], [1.05, -0.69, -2.11], [-0.92, -1.90, 0.41], [0.17, 2.23, 0.01], [0.12, -0.14, -0.18], [-0.52, -0.73, 1.20], [0.27, 1.62, 0.57], [-0.49, 2.85, 0.79], [0.43, 1.08, 0.32], [-0.25, -2.06, 0.99], [0.51, -0.77, -2.04], [0.12, 0.10, 0.02], [0.05, -0.04, -0.50], [-0.06, -0.21, 0.18], [-0.29, -0.22, -0.24], [0.37, -0.18, -0.44], [0.35, 0.41, 0.09], [0.49, -0.51, -0.64], [0.57, 0.04, -0.88], [-0.04, -1.00, 0.13], [-0.37, -0.07, -0.14], [-0.12, 0.43, -0.67], [0.26, -0.67, -0.21], [0.44, -0.06, 0.54], [-0.97, -0.11, 0.77], [-0.82, 1.57, 0.93], [0.25, 0.20, -0.93], [2.37, -1.32, -0.44], [-1.36, 2.30, -0.15], [-0.04, -2.26, 0.51], [-0.73, 0.39, -0.55], [0.03, 0.50, 0.63], [-0.14, -0.24, 0.61], [-0.17, -0.42, 0.62], [0.23, -0.91, 0.59], [-1.10, -0.36, 0.17], [0.30, 0.34, 0.25], [0.30, 1.47, -2.12], [-0.29, 1.68, -1.03], [-0.43, -0.30, -0.48], [0.17, -0.51, -0.09], [0.10, -0.07, 0.34], [-0.42, 0.05, -0.17], [-0.15, -0.56, 0.25], [0.05, -0.97, 0.61], [0.13, -0.08, -0.33], [0.24, -0.19, -0.16], [-0.25, 0.84, -0.27], [0.63, -0.44, 0.18], [0.28, -0.47, 0.77], [0.56, -0.64, 0.03], [-0.28, -0.16, 0.05], [0.71, -0.25, 0.42], [0.30, 0.75, 1.35], [-0.53, 1.18, -1.09], [0.19, -1.07, 0.40], [-0.25, 1.05, -1.09], [1.39, -0.21, -1.10], [-1.46, 0.11, 1.16], [2.44, 0.06, -1.30], [-0.14, -0.51, -1.22], [-0.01, 0.56, 1.33], [0.10, 1.42, 0.93], [-1.41, -0.31, 1.47], [-0.12, -1.10, -0.95], [0.08, 0.32, 0.22], [1.05, 0.74, -1.22], [0.11, -0.12, 0.32], [0.02, -0.66, -0.12], [-0.37, -0.02, -0.35], [-0.12, -0.24, 0.18], [-0.27, -0.56, 0.63], [-0.22, -0.48, 0.40], [-0.25, 0.28, -0.08], [0.43, 0.08, -0.07], [0.14, -0.15, -0.28], [-0.42, -0.40, -0.16], [0.43, -0.05, -0.21], [-0.33, -1.00, -0.15], [-0.01, -0.14, 0.70], [-0.33, 0.48, 0.41], [-0.48, 0.84, -0.56], [0.55, 1.28, 0.51], [-0.49, -0.91, -1.31], [-0.57, 1.64, 0.22], [1.01, -1.92, 0.45], [0.79, 1.50, -0.66], [-0.71, -0.05, 0.54], [-0.93, 0.15, 0.15], [0.88, 0.53, 0.19], [1.10, 0.06, -0.41], [1.44, -0.48, -2.39], [-0.98, -0.15, 0.74], [-0.21, -0.12, 1.08], [-0.90, -0.59, 1.56], [0.17, -0.29, -0.21], [0.16, -0.44, 0.48], [0.14, -0.20, 0.09], [-0.05, -0.32, -0.24], [0.12, -0.47, 0.28], [-0.52, -0.62, -0.17], [-0.16, -0.29, 0.00], [-0.46, -0.11, -0.39], [-0.63, -0.11, 0.80], [0.28, 0.25, -0.41], [-0.02, 0.21, 0.01], [0.12, -0.12, -0.42], [0.16, 0.63, 0.01], [-0.11, -0.23, -0.23], [-1.49, -0.02, 1.42], [-2.09, -0.37, -1.59], [3.20, -0.31, 0.03], [-0.06, -0.43, 0.51], [0.37, 0.04, -0.65], [-0.36, -1.22, 0.19], [1.17, 2.00, -0.93], [0.02, -0.77, -0.55], [-0.20, 0.16, -0.17], [-0.81, 0.25, 1.34], [-1.99, 0.58, 0.54], [3.24, -2.18, 1.77], [-0.92, 0.57, -0.47], [-0.97, 1.54, -1.27], [1.01, -0.12, -0.36], [-0.13, 1.49, 1.24], [1.34, 0.32, -1.64], [-2.01, 0.90, -0.45], [0.92, -2.30, 0.19], [-0.26, 0.16, 1.11], [-0.28, 0.17, -0.02], [1.79, -1.08, 0.14], [0.68, 0.50, -0.23], [-2.32, 0.75, -0.12], [-0.13, 0.15, -0.03], [-0.88, -2.35, -1.09], [0.48, -4.30, 2.04], [-0.48, 1.07, -1.89], [0.72, 3.24, 0.45], [0.26, 1.75, 0.37], [0.52, -0.05, 1.36], [-0.63, -1.55, 0.59], [-1.49, 1.11, 1.96], [1.80, 0.85, -3.87], [-0.30, -0.09, -0.15], [0.13, -0.09, 0.41], [0.67, -0.05, 1.68], [-0.48, 0.72, -0.90], [-0.58, 0.13, -0.13], [-0.05, -0.58, -0.97], [0.06, 0.06, 0.31], [-1.15, -0.24, 1.81], [1.15, -1.11, -1.10], [0.25, 1.65, -0.48], [-0.72, -0.25, -0.20], [-1.61, -0.02, -0.45], [0.47, 0.10, -0.88], [3.06, 0.36, 1.15], [-0.55, 1.15, 1.12], [0.65, -0.63, -0.44]]}